[1]
Molecular formula: C23H43BBiCl2F4N3O4Si
Method: DFT, the ωB97M-V functional and the def2-TZVPD basis

Each line ends with the Löwdin charge.
Atoms and positions in Å:
C 0.496 -0.607 -4.120  -0.0449
C 1.712 -0.147 -3.367  -0.2292
H 0.329 -0.025 -5.035  0.0633
H -0.377 -0.500 -3.461  0.0513
H 0.564 -1.669 -4.415  0.0935
C 2.668 0.640 -3.885  -0.1235
C 2.654 1.191 -5.271  -0.1045
H 3.543 0.908 -3.288  0.0983
H 1.659 1.151 -5.724  0.0553
H 3.352 0.664 -5.936  0.0775
H 2.968 2.242 -5.259  0.0666
Bi -0.515 -0.151 0.920  1.8450
Cl -2.201 -0.508 -0.817  0.0563
C 2.701 -0.510 2.064  -0.3132
O 1.842 0.332 1.740  -0.1696
N 3.607 -0.274 3.016  -0.1647
C 3.567 0.938 3.825  -0.0186
C 4.735 -1.162 3.225  -0.0426
H 2.749 -1.524 1.611  0.1595
H 2.542 1.301 3.914  0.0929
H 4.208 1.717 3.384  0.0942
H 3.966 0.692 4.816  0.0924
H 4.610 -2.052 2.602  0.0925
H 4.783 -1.457 4.280  0.0930
H 5.672 -0.658 2.948  0.0894
H -3.349 -0.768 5.680  0.0976
H -3.587 -3.001 4.686  0.0965
C -3.329 -0.216 4.738  -0.0168
C -4.200 -2.440 3.970  -0.0286
N -3.582 -1.157 3.661  -0.1643
H -2.353 0.265 4.599  0.0893
C -3.218 -0.875 2.414  -0.2955
O -2.607 0.204 2.106  -0.2263
H -4.291 -3.009 3.044  0.0907
H -3.449 -1.648 1.670  0.1135
H -4.107 0.560 4.735  0.1017
H -5.197 -2.283 4.403  0.0959
H -0.282 2.014 -2.683  0.0930
H 2.342 3.216 -2.215  0.0853
C -0.544 2.873 -2.051  0.0006
C 1.699 3.855 -1.594  -0.0302
N 0.534 3.132 -1.092  -0.1421
H -1.461 2.645 -1.499  0.0891
C 0.448 2.710 0.161  -0.2754
O -0.578 2.103 0.606  -0.2222
H 2.283 4.227 -0.743  0.0982
H 1.300 2.925 0.830  0.1536
H -0.654 3.771 -2.665  0.0928
H 1.354 4.689 -2.211  0.0932
O 0.645 0.004 -1.317  -0.3906
C 1.719 -0.591 -1.896  -0.4373
C 3.518 0.849 -0.726  -0.0620
C 3.075 -0.401 -1.171  -0.1790
H 2.851 1.715 -0.798  0.0842
C 4.826 0.990 -0.251  -0.0811
H 1.557 -1.688 -1.956  0.1332
C 3.923 -1.510 -1.085  -0.0434
H 5.193 1.974 0.061  0.1026
C 5.674 -0.121 -0.166  -0.1093
C 5.219 -1.372 -0.591  -0.0931
H 3.550 -2.460 -1.470  0.1154
H 6.686 -0.025 0.225  0.0974
H 5.859 -2.257 -0.540  0.1037
Si -5.219 -0.677 -1.998  0.1203
Cl -3.602 -0.402 -3.351  0.2182
C -5.593 0.948 -1.151  -0.2164
C -5.011 -2.153 -0.851  -0.2385
C -6.773 -1.123 -3.002  -0.2258
H -4.673 1.431 -0.803  0.0124
H -6.246 0.755 -0.287  0.0348
H -6.124 1.623 -1.840  0.0336
H -7.150 -0.301 -3.626  0.0258
H -7.559 -1.377 -2.275  0.0296
H -6.635 -2.000 -3.650  0.0270
H -4.038 -2.112 -0.343  -0.0605
H -5.070 -3.093 -1.426  0.0407
H -5.816 -2.148 -0.097  0.0375
F -0.149 -2.301 2.288  -0.0565
B 0.051 -1.775 3.659  -1.2215
F -0.167 -0.346 3.580  0.0005
F -0.887 -2.355 4.487  0.1526
F 1.360 -2.024 4.044  0.1457

Its HOMO-LUMO gap is 8.212 eV. Its HOMO energy is -7.96 eV. For the LUMO energy, the calculation gives 0.25 eV. The total energy is -87527.21365 eV.

---

[2]
Molecular formula: C23H43BCl2F4HgN3O4Si
Method: DFT, the ωB97M-V functional and the def2-TZVPD basis

Each line ends with the Löwdin charge.
Atoms and positions in Å:
C 1.838 3.233 -2.626  -0.0562
C 2.419 3.330 -1.245  -0.2387
H 1.566 4.215 -3.035  0.0608
H 0.934 2.599 -2.588  0.0124
H 2.530 2.761 -3.347  0.0880
C 2.842 4.440 -0.635  -0.1357
C 2.823 5.806 -1.231  -0.1129
H 3.244 4.391 0.385  0.1050
H 2.279 5.849 -2.184  0.0562
H 3.841 6.184 -1.403  0.0688
H 2.351 6.508 -0.529  0.0646
Hg -0.633 0.355 -0.507  0.9799
Cl -1.018 0.787 -2.804  -0.0429
C 1.796 -0.713 2.076  -0.3210
O 0.752 -0.043 2.005  -0.0468
N 2.321 -1.174 3.233  -0.1751
C 1.567 -1.173 4.477  -0.0390
C 3.681 -1.663 3.290  -0.0637
H 2.381 -1.014 1.175  0.1501
H 0.511 -1.014 4.257  0.0894
H 1.929 -0.385 5.155  0.0806
H 1.712 -2.131 4.992  0.0895
H 4.120 -1.612 2.290  0.0871
H 3.704 -2.698 3.651  0.0853
H 4.283 -1.041 3.965  0.0783
H -3.138 -4.834 0.853  0.0918
H -2.365 -5.513 -1.444  0.0911
C -3.336 -3.812 0.521  -0.0269
C -2.717 -4.538 -1.793  -0.0487
N -2.659 -3.531 -0.746  -0.1622
H -2.970 -3.096 1.254  0.0851
C -2.057 -2.350 -0.955  -0.2913
O -2.130 -1.407 -0.129  -0.1140
H -2.117 -4.222 -2.653  0.0871
H -1.494 -2.244 -1.903  0.1298
H -4.423 -3.732 0.409  0.0871
H -3.751 -4.684 -2.127  0.0838
H -0.607 3.911 -0.650  0.0883
H 0.713 4.615 1.430  0.0805
C -1.481 3.687 -0.023  -0.0466
C -0.245 4.491 1.958  -0.0550
N -1.028 3.439 1.335  -0.1864
H -1.997 2.807 -0.415  0.0592
C -1.294 2.293 1.986  -0.3229
O -1.890 1.324 1.484  -0.0805
H -0.052 4.212 3.000  0.0845
H -0.919 2.281 3.031  0.1435
H -2.162 4.550 -0.029  0.0904
H -0.795 5.442 1.928  0.0861
O 1.045 1.893 -0.061  -0.3133
C 2.337 2.019 -0.460  -0.4457
C 2.922 2.252 2.044  -0.0475
C 3.286 1.882 0.753  -0.1824
H 1.897 2.582 2.237  0.1022
C 3.868 2.191 3.076  -0.0834
H 2.657 1.243 -1.188  0.1347
C 4.566 1.388 0.492  -0.0425
H 3.592 2.537 4.070  0.0953
C 5.158 1.714 2.808  -0.1234
C 5.504 1.310 1.519  -0.1046
H 4.804 1.102 -0.533  0.1133
H 5.901 1.669 3.612  0.0934
H 6.515 0.956 1.300  0.0955
Si -4.118 0.818 -5.590  0.1399
Cl -2.847 2.513 -5.591  0.2453
C -5.427 1.235 -4.314  -0.2259
C -2.888 -0.556 -5.310  -0.2564
C -5.075 0.439 -7.176  -0.2194
H -4.956 1.686 -3.429  0.0267
H -5.978 0.338 -4.003  0.0299
H -6.152 1.954 -4.729  0.0309
H -5.828 1.193 -7.432  0.0220
H -5.615 -0.508 -7.035  0.0313
H -4.430 0.301 -8.049  0.0223
H -2.261 -0.260 -4.451  -0.1074
H -2.213 -0.653 -6.177  0.0386
H -3.334 -1.532 -5.077  0.0285
F 0.693 -2.791 0.435  0.0543
B 0.234 -3.593 1.536  -1.1777
F 1.336 -3.963 2.353  0.0770
F -0.713 -2.832 2.283  0.0768
F -0.389 -4.787 1.037  0.0539

Its HOMO-LUMO gap is 7.709 eV. Its HOMO energy is -5.29 eV. Its net charge is -1. For the LUMO energy, the calculation gives 2.42 eV. The total energy is -85863.81119 eV.